No. 1
DFT (ωB97M-V with the def2-TZVPD basis set) results for a 2-piece molecular cluster, C4H8NO3 overall at a distorted geometry.

XYZ file:
```
16
C4H8NO3 ωB97M-V with the def2-TZVPD basis set
C -2.9075 1.3732 -0.2699
C -1.9993 1.0186 -1.4466
O -1.9597 1.8520 -2.3724
O -1.4600 -0.1135 -1.3923
H -3.0168 0.6681 0.5895
H -3.9686 1.5733 -0.4867
H -2.6606 2.2804 0.2852
C 0.8155 -0.8693 0.6446
C 2.0918 -1.2417 1.3243
O 2.3560 -2.1182 2.1227
N 3.0167 -0.2327 1.0907
H 0.8619 -0.2057 -0.2301
H 0.1939 -0.3022 1.3497
H 3.7219 0.0425 1.7617
H 3.0273 0.3706 0.2915
H 0.2165 -1.6622 0.1498
```

Results
- HOMO level: -4.14 eV
- Charge: -1
- Electronic energy: -11911.919 eV

---

No. 2
DFT (ωB97M-V with the def2-TZVPD basis set) results for an isolated ion of composition C2H2N3S2 and charge +1 at a distorted geometry.

XYZ file:
```
9
C2H2N3S2 ωB97M-V with the def2-TZVPD basis set
C -0.6091 -0.9812 -0.5718
C -1.0633 -2.0558 -1.1286
N 0.4490 0.8924 0.4161
N 1.1049 2.9377 1.6812
N -0.2394 -0.0209 -0.0136
S 0.0659 -2.7789 -2.7136
S 0.0025 1.9584 1.5700
H -1.7817 -2.8733 -0.8707
H 2.0711 2.9217 1.6310
```

Results
- HOMO level (alpha / beta): -13.32 / -13.31 eV
- Charge: +1
- Electronic energy: -28231.876 eV

---

No. 3
DFT (ωB97M-V with the def2-TZVPD basis set) results for a 4-piece molecular cluster, C35H27BF7NO16S overall at a distorted geometry.

XYZ file:
```
88
C35H27BF7NO16S ωB97M-V with the def2-TZVPD basis set
C -0.3320 5.0948 -3.8968
C 0.3224 4.7344 -2.6090
O 0.2990 5.4257 -1.6351
O 0.9382 3.5343 -2.6353
C 0.9746 2.8628 -1.3742
C 0.9343 1.3552 -1.6561
C 0.0832 0.5525 -0.7071
C 0.5837 -0.5329 0.0559
C 2.0381 -0.9458 -0.0604
C 2.2780 -2.3166 -0.7161
C 2.0688 -2.3614 -2.2228
F 1.1469 -3.2952 -2.5471
F 1.6261 -1.2079 -2.7429
F 3.1914 -2.6919 -2.8754
C -0.2579 -1.2556 0.9376
C 0.3182 -2.3603 1.8038
O 0.0002 -2.1995 3.1806
C 0.6195 -1.1974 3.8467
F 1.2147 -1.6966 4.9393
F 1.5584 -0.5787 3.1333
F -0.2581 -0.2954 4.2634
C -1.6349 -0.9523 1.0276
S -2.7233 -1.9307 2.0481
O -2.3330 -3.2942 1.9873
O -2.9412 -1.3141 3.3018
F -4.0224 -1.8496 1.2294
C -2.1239 0.1208 0.2745
C -1.2820 0.8441 -0.5711
C -2.1215 1.8501 -1.2921
O -1.8242 2.7819 -1.9646
N -3.4803 1.5625 -0.9763
O -4.2286 1.0991 -2.0658
B -5.4611 1.8159 -2.0797
O -5.5807 2.9354 -2.8590
O -6.5203 1.3171 -1.3772
C -3.4914 0.7228 0.1784
O -4.4185 0.6628 0.9114
H -0.3563 4.2463 -4.5721
H -1.3608 5.3781 -3.7090
H 0.1919 5.8915 -4.4066
H 1.9304 3.0966 -0.9065
H 0.2045 3.2157 -0.7056
H 1.9532 1.0129 -1.7098
H 0.5210 1.2158 -2.6540
H 2.6375 -0.2204 -0.5887
H 2.4598 -1.0074 0.9375
H 3.3173 -2.5763 -0.5403
H 1.6851 -3.1147 -0.2895
H -0.1642 -3.2839 1.5060
H 1.3724 -2.5086 1.6620
H -4.8994 3.5631 -2.5848
H -6.5013 1.5370 -0.4403
O 0.7891 -5.0866 3.7464
C 0.3523 -5.3447 4.8518
C 0.6870 -6.6064 5.5547
C 0.1752 -6.8778 6.7522
C -0.7496 -5.9305 7.4344
O -1.2104 -6.1872 8.5246
C -1.0750 -4.6650 6.7309
C -0.5555 -4.3967 5.5365
H 1.3540 -7.2863 5.0391
H 0.3984 -7.7933 7.2851
H -1.7422 -3.9844 7.2436
H -0.7707 -3.4863 4.9961
O 7.4539 -5.8932 3.6605
C 6.5012 -5.2381 3.3012
C 5.1225 -5.7856 3.3504
C 4.0767 -5.0647 2.9543
C 4.2483 -3.6806 2.4417
O 3.2994 -3.0178 2.0697
C 5.6257 -3.1321 2.3920
C 6.6695 -3.8526 2.7913
H 5.0226 -6.7962 3.7251
H 3.0608 -5.4422 2.9812
H 5.7273 -2.1221 2.0152
H 7.6828 -3.4727 2.7641
O -0.5254 6.4482 -6.5713
C -1.4414 7.2240 -6.7459
C -2.3741 7.0701 -7.8895
C -3.3777 7.9220 -8.0799
C -3.6083 9.0611 -7.1550
O -4.5231 9.8357 -7.3275
C -2.6748 9.2131 -6.0097
C -1.6711 8.3613 -5.8199
H -2.1883 6.2330 -8.5501
H -4.0695 7.8302 -8.9073
H -2.8607 10.0493 -5.3480
H -0.9801 8.4530 -4.9913
```

Results
- Structure (SMILES): CC(=O)OCCc1c(CCC(F)(F)F)c(COC(F)(F)F)c(S(=O)(=O)F)c2c1C(=O)N(OB(O)O)C2=O.O=C1C=CC(=O)C=C1.O=C1C=CC(=O)C=C1.O=C1C=CC(=O)C=C1
- HOMO level: -10.33 eV
- Charge: 0
- Electronic energy: -101516.001 eV